[1]
# C27H56N3O10P2SSi

A 3-piece molecular cluster, C27H56N3O10P2SSi overall in a non-equilibrium geometry (ωB97M-V with the def2-TZVPD basis set, OMol25).

Last columns: bonded neighbours and bond lengths (Å).
Atoms and positions in Å:
1 C 7.810 0.551 0.081  Si2 1.878, H23 1.098, H24 1.095, H25 1.095
2 Si 7.163 -1.108 -0.517  C1 1.878, C3 1.887, C4 1.894, O5 1.702
3 C 8.637 -2.122 -1.114  Si2 1.887, H26 1.095, H27 1.097, H28 1.090
4 C 6.422 -2.064 0.941  Si2 1.894, H29 1.095, H30 1.099, H31 1.092
5 O 6.041 -0.871 -1.775  Si2 1.702, C6 1.423
6 C 4.796 -0.463 -1.219  O5 1.423, C7 1.563, H32 1.104, H33 1.095
7 C 4.077 0.581 -2.134  C6 1.563, C8 1.518, H34 1.092, H35 1.088
8 C 3.269 1.467 -1.204  C7 1.518, C9 1.409, C21 1.390
9 C 3.957 2.548 -0.617  C8 1.409, C10 1.393, H36 1.083
10 C 3.282 3.372 0.282  C9 1.393, C11 1.526, C16 1.391
11 C 3.887 4.556 1.030  C10 1.526, C12 1.544, H37 1.096, H38 1.098
12 C 4.966 5.346 0.259  C11 1.544, C13 1.555, H39 1.094, H40 1.097
13 C 6.370 4.681 0.231  C12 1.555, C14 1.556, H41 1.096, H42 1.090
14 C 6.890 4.773 -1.232  C13 1.556, N15 1.465, H43 1.092, H44 1.104
15 N 8.094 3.966 -1.446  C14 1.465, H45 1.013, H46 1.016
16 C 1.947 3.092 0.553  C10 1.391, N17 1.331, H47 1.083
17 N 1.332 2.063 -0.026  C16 1.331, N18 1.432, C21 1.356
18 N -0.034 1.838 0.340  N17 1.432, C19 1.254
19 C -0.066 0.939 1.213  N18 1.254, O20 1.138
20 O -0.155 -0.049 1.771  C19 1.138
21 C 1.934 1.222 -0.904  C8 1.390, N17 1.356, S22 1.774
22 S 1.081 -0.167 -1.605  C21 1.774, H48 1.353
23 H 7.104 1.140 0.680  C1 1.098
24 H 8.095 1.164 -0.780  C1 1.095
25 H 8.708 0.406 0.692  C1 1.095
26 H 9.033 -2.631 -0.230  C3 1.095
27 H 8.232 -2.904 -1.767  C3 1.097
28 H 9.392 -1.523 -1.624  C3 1.090
29 H 5.383 -2.374 0.786  C4 1.095
30 H 6.431 -1.377 1.800  C4 1.099
31 H 7.011 -2.939 1.220  C4 1.092
32 H 5.012 0.075 -0.280  C6 1.104
33 H 4.158 -1.337 -1.054  C6 1.095
34 H 4.876 1.147 -2.617  C7 1.092
35 H 3.424 0.093 -2.855  C7 1.088
36 H 5.000 2.732 -0.845  C9 1.083
37 H 3.052 5.220 1.277  C11 1.096
38 H 4.287 4.146 1.967  C11 1.098
39 H 5.030 6.322 0.750  C12 1.094
40 H 4.594 5.514 -0.759  C12 1.097
41 H 6.276 3.612 0.457  C13 1.096
42 H 7.053 5.170 0.926  C13 1.090
43 H 7.057 5.831 -1.445  C14 1.092
44 H 6.073 4.364 -1.851  C14 1.104
45 H 7.858 3.017 -1.710  N15 1.013
46 H 8.549 4.345 -2.272  N15 1.016
47 H 1.388 3.712 1.244  C16 1.083
48 H 0.632 0.268 -2.805  S22 1.353
49 O -3.783 0.262 4.732  P50 1.491
50 P -3.978 -1.216 4.713  O49 1.491, O51 1.647, O54 1.634, O57 1.624
51 O -3.894 -1.578 3.109  P50 1.647, C52 1.423
52 C -2.629 -1.482 2.464  O51 1.423, C53 1.520, H60 1.091, H61 1.091
53 C -1.675 -2.575 2.919  C52 1.520, H62 1.093, H63 1.090, H64 1.089
54 O -5.592 -1.272 4.962  P50 1.634, C55 1.428
55 C -6.351 -0.143 5.394  O54 1.428, C56 1.514, H65 1.088, H66 1.092
56 C -6.961 0.576 4.209  C55 1.514, H67 1.091, H68 1.091, H69 1.091
57 O -3.791 -2.753 5.204  P50 1.624, C58 1.438
58 C -4.847 -3.677 5.518  O57 1.438, C59 1.511, H70 1.087, H71 1.092
59 C -5.564 -4.181 4.288  C58 1.511, H72 1.088, H73 1.091, H74 1.091
60 H -2.201 -0.495 2.641  C52 1.091
61 H -2.809 -1.579 1.392  C52 1.091
62 H -1.413 -2.454 3.974  C53 1.093
63 H -0.753 -2.551 2.337  C53 1.090
64 H -2.136 -3.556 2.811  C53 1.089
65 H -5.751 0.526 6.007  C55 1.088
66 H -7.148 -0.529 6.034  C55 1.092
67 H -6.202 0.860 3.480  C56 1.091
68 H -7.489 1.474 4.531  C56 1.091
69 H -7.667 -0.077 3.693  C56 1.091
70 H -5.531 -3.256 6.250  C58 1.087
71 H -4.362 -4.522 6.011  C58 1.092
72 H -6.045 -3.379 3.732  C59 1.088
73 H -6.329 -4.904 4.575  C59 1.091
74 H -4.861 -4.665 3.608  C59 1.091
75 O -3.430 -2.903 -2.931  P76 1.491
76 P -3.916 -1.526 -3.232  O75 1.491, O77 1.640, O80 1.635, O83 1.632
77 O -5.213 -1.352 -2.244  P76 1.640, C78 1.428
78 C -4.984 -1.227 -0.840  O77 1.428, C79 1.518, H86 1.095, H87 1.089
79 C -4.333 0.095 -0.481  C78 1.518, H88 1.096, H89 1.092, H90 1.090
80 O -4.649 -1.815 -4.665  P76 1.635, C81 1.428
81 C -4.472 -3.027 -5.399  O80 1.428, C82 1.514, H91 1.089, H92 1.092
82 C -5.581 -4.008 -5.087  C81 1.514, H93 1.090, H94 1.091, H95 1.091
83 O -3.781 0.066 -3.564  P76 1.632, C84 1.437
84 C -4.354 0.744 -4.695  O83 1.437, C85 1.511, H96 1.087, H97 1.092
85 C -5.850 0.916 -4.574  C84 1.511, H98 1.088, H99 1.091, H100 1.091
86 H -4.373 -2.066 -0.491  C78 1.095
87 H -5.955 -1.303 -0.354  C78 1.089
88 H -3.319 0.157 -0.892  C79 1.096
89 H -4.267 0.209 0.603  C79 1.092
90 H -4.898 0.932 -0.890  C79 1.090
91 H -3.489 -3.459 -5.219  C81 1.089
92 H -4.510 -2.760 -6.458  C81 1.092
93 H -5.659 -4.197 -4.016  C82 1.090
94 H -5.414 -4.957 -5.598  C82 1.091
95 H -6.544 -3.606 -5.408  C82 1.091
96 H -4.068 0.261 -5.627  C84 1.087
97 H -3.888 1.732 -4.713  C84 1.092
98 H -6.372 -0.037 -4.520  C85 1.088
99 H -6.230 1.465 -5.437  C85 1.091
100 H -6.098 1.469 -3.667  C85 1.091

Output
highest occupied orbital energy: -11.8879 eV
strongest force on any atom: 7.1 eV Å⁻¹
calculated total energy: -91138.3096 eV
Kohn-Sham gap: 7.4 eV
total charge: +1

=====

[2]
# C5H3N

One molecule with the formula C5H3N in a non-equilibrium geometry (ωB97M-V with the def2-TZVPD basis set, OMol25).

Last columns: bonded neighbours and bond lengths (Å).
Atoms and positions in Å:
1 C -0.941 -1.249 0.167  C2 1.327, C3 1.250
2 C -1.863 -0.308 0.014  C1 1.327, C4 1.224
3 C 0.291 -1.257 -0.049  C1 1.250, N6 1.316
4 C -2.281 0.840 -0.066  C2 1.224, H8 1.053
5 C 1.924 0.159 0.104  N6 1.284, H7 0.995, H9 1.166
6 N 1.592 -1.064 -0.103  C3 1.316, C5 1.284
7 H 1.293 0.919 0.225  C5 0.995
8 H -3.063 1.500 -0.316  C4 1.053
9 H 3.048 0.461 0.024  C5 1.166

Output
highest occupied orbital energy: -8.9614 eV
strongest force on any atom: 6.0 eV Å⁻¹
ΔE to the lowest compared entry with this formula, charge and spin: 313.67 kJ/mol
calculated total energy: -6717.4723 eV
Kohn-Sham gap: 8.4 eV
SMILES: C#CC#CN=C

=====

[3]
# C18H10BrN3O4S2

One molecule with the formula C18H10BrN3O4S2 in a non-equilibrium geometry (ωB97M-V with the def2-TZVPD basis set, OMol25).

Last columns: bonded neighbours and bond lengths (Å).
Atoms and positions in Å:
1 O -1.917 -2.515 1.962  C8 1.218
2 O 4.840 5.801 1.210  S28 1.478
3 O 6.026 4.300 2.879  S28 1.427
4 Br -5.907 -3.922 -4.998  C20 1.907
5 N -1.360 0.954 -0.242  C9 1.330, C10 1.387
6 O -3.105 -3.643 0.351  C8 1.354, C21 1.356
7 S 0.498 3.160 -0.525  C9 1.830, C22 1.735
8 C -2.349 -2.625 0.828  O1 1.218, O6 1.354, C11 1.502
9 C -0.171 1.521 -0.062  N5 1.330, S7 1.830, N26 1.401
10 C -1.177 -0.296 0.330  N5 1.387, C11 1.535, C13 1.437
11 C -2.154 -1.419 -0.045  C8 1.502, C10 1.535, C12 1.424
12 C -2.729 -1.310 -1.343  C11 1.424, C23 1.486, H29 1.094
13 C 0.077 -0.373 1.029  C10 1.437, N26 1.359, H30 1.073
14 C -5.418 -4.636 -2.298  C15 1.408, C20 1.401, H31 1.068
15 C -4.756 -4.540 -1.060  C14 1.408, C21 1.474, H32 1.114
16 C -4.322 -2.612 -2.940  C20 1.376, C23 1.429, H33 1.135
17 C 2.957 1.022 1.896  C18 1.454, C24 1.417, H34 1.118
18 C 4.052 1.944 2.154  C17 1.454, C25 1.451, H35 1.030
19 C 2.851 3.622 0.775  C22 1.342, C25 1.444, H36 1.098
20 C -5.148 -3.662 -3.268  Br4 1.907, C14 1.401, C16 1.376
21 C -3.822 -3.434 -0.781  O6 1.356, C15 1.474, C23 1.372
22 C 1.827 2.790 0.527  S7 1.735, C19 1.342, C24 1.451
23 C -3.627 -2.437 -1.703  C12 1.486, C16 1.429, C21 1.372
24 C 1.874 1.453 1.090  C17 1.417, C22 1.451, N26 1.379
25 C 3.996 3.277 1.584  C18 1.451, C19 1.444, S28 1.826
26 N 0.712 0.795 0.748  C9 1.401, C13 1.359, C24 1.379
27 N 6.286 3.673 0.509  S28 1.660, H37 1.037, H38 1.106
28 S 5.365 4.484 1.627  O2 1.478, O3 1.427, C25 1.826, N27 1.660
29 H -2.623 -0.474 -2.040  C12 1.094
30 H 0.517 -1.178 1.584  C13 1.073
31 H -6.083 -5.447 -2.503  C14 1.068
32 H -4.865 -5.423 -0.391  C15 1.114
33 H -4.217 -1.833 -3.758  C16 1.135
34 H 3.004 -0.040 2.243  C17 1.118
35 H 4.860 1.671 2.732  C18 1.030
36 H 2.567 4.624 0.427  C19 1.098
37 H 6.131 2.681 0.770  N27 1.037
38 H 7.308 4.047 0.703  N27 1.106

Output
highest occupied orbital energy: -8.3256 eV
strongest force on any atom: 4.6 eV Å⁻¹
ΔE to the lowest compared entry with this formula, charge and spin: 158.42 kJ/mol
calculated total energy: -123199.1257 eV
Kohn-Sham gap: 7.7 eV
SMILES: NS(=O)(=O)c1ccc2c(c1)sc1nc(-c3cc4cc(Br)ccc4oc3=O)cn12